[1]
61
Properties=species:S:1:pos:R:3:forces:R:3 method="wB97M-V/def2-TZVPD" orbital_gap_ha="0.1556 / 0.1586" fmax_ev_per_a=0.96 e_lumo_ev="4.5 / 4.5" spin_multiplicity=5 homo_energy_ev="0.26 / 0.18" total_charge=-2 total_energy_ev=-147678.9519
Co -0.327854 0.034697 2.209953 0.4 0.4 0.4
N -1.247489 -4.874595 1.131155 -0.1 0.0 0.1
C -0.890498 -3.505220 1.188019 0.7 0.2 -0.4
S 0.606293 -3.361446 0.202942 -0.1 0.1 0.1
N -1.667859 -2.782095 1.866847 -0.7 -0.5 0.4
N -1.719618 -1.425385 2.156682 -0.4 -0.5 -0.4
C -2.792491 -1.211932 2.853317 0.2 -0.2 -0.2
C -3.366003 0.032052 3.273366 -0.1 0.4 0.2
C -4.556056 -0.034761 4.016840 0.1 0.0 -0.1
C -5.218739 1.090558 4.450989 -0.2 0.0 0.1
C -4.677227 2.349543 4.148090 0.1 -0.1 -0.1
C -3.515077 2.461679 3.426739 -0.2 0.1 0.1
C -2.810835 1.317844 2.948754 0.1 -0.3 -0.1
O -1.756994 1.447448 2.250538 -0.1 0.4 0.2
H -1.045150 -5.289785 0.232439 0.0 0.0 0.0
H -2.219112 -4.978838 1.389748 0.0 0.0 0.0
H -3.334140 -2.113416 3.137564 -0.1 0.0 0.0
H -4.959883 -1.018313 4.239899 0.0 0.0 0.0
H -6.141008 1.004279 5.013099 0.0 0.0 0.0
H -5.183011 3.248203 4.486651 0.0 0.0 0.0
H -3.091828 3.432503 3.200229 0.0 0.0 0.0
S 1.035834 -0.661080 3.725597 0.4 -0.2 0.7
C -0.295819 1.033555 -5.655187 0.0 0.0 0.1
C -0.029442 1.332264 -4.204070 0.0 0.0 0.0
C 1.034076 2.142043 -3.797313 -0.1 0.0 -0.1
C 1.318554 2.382079 -2.468234 0.0 0.1 0.1
C 2.497976 3.248070 -2.114894 0.0 -0.1 -0.1
C 0.539668 1.759630 -1.434050 -0.1 0.0 -0.1
C 0.970549 1.838805 -0.082439 0.2 0.0 0.0
O 0.704533 1.033573 0.868039 -0.3 0.5 -0.6
C -0.635535 1.039235 -1.854267 0.0 0.0 0.0
C -1.683635 0.616195 -0.856960 0.1 0.0 -0.1
C -0.867705 0.833071 -3.197479 0.1 0.0 0.0
H 0.518721 1.401658 -6.283113 0.0 0.0 0.0
H -1.224468 1.497024 -6.010591 0.0 0.0 0.0
H -0.389892 -0.043009 -5.827638 0.0 0.0 0.0
H 1.670045 2.591282 -4.558355 0.0 0.0 0.0
H 3.014840 3.571678 -3.021229 0.0 0.0 0.0
H 3.213216 2.709106 -1.485810 0.0 0.0 0.0
H 2.190453 4.139830 -1.558983 0.0 0.0 0.0
H 1.685722 2.634992 0.157531 0.1 0.0 0.0
H -1.812971 1.371539 -0.080085 0.0 -0.1 0.0
H -1.433593 -0.309629 -0.337357 0.1 -0.1 0.0
H -2.638666 0.458036 -1.364342 0.0 0.0 0.0
H -1.761005 0.282700 -3.488318 0.0 0.0 0.0
C 3.120582 -0.841884 -2.003329 0.0 0.0 0.1
Ge 3.138758 -1.520263 -0.154926 0.1 0.1 -0.1
C 3.987438 -0.218311 1.028117 0.0 0.0 -0.1
C 4.124913 -3.230244 -0.117085 -0.1 0.1 0.0
C 1.291234 -1.730466 0.459941 -0.2 -0.3 -0.2
H 4.132113 -0.795901 -2.414271 0.0 0.0 0.0
H 2.687806 0.161151 -2.006954 0.0 -0.1 0.0
H 2.507226 -1.474367 -2.648028 0.0 0.0 0.0
H 4.903654 0.195290 0.597256 0.0 0.0 0.0
H 4.200964 -0.673116 1.995201 0.0 0.0 0.0
H 3.268633 0.582278 1.209809 0.0 0.0 0.0
H 5.156456 -3.080554 -0.443739 0.0 0.0 0.0
H 3.652640 -3.964924 -0.772140 0.0 0.0 0.0
H 4.130074 -3.628128 0.898482 0.0 0.0 0.0
H 1.292319 -1.517697 1.543094 0.1 0.0 0.0
H 0.698312 -0.988529 -0.065741 0.0 0.0 0.0

---

[2]
13
Properties=species:S:1:pos:R:3:forces:R:3 method="wB97M-V/def2-TZVPD" orbital_gap_ha="0.2855 / 0.2855" fmax_ev_per_a=3.42 e_lumo_ev="0.7 / 0.7" homo_energy_ev="-7.05 / -7.05" total_energy_ev=-11619.7178 e_above_lowest_kj_mol=348.9
C 0.517199 1.375752 0.143954 2.1 1.9 -1.9
C -0.898560 1.180398 -0.026018 0.7 1.5 -1.4
C 0.046386 -0.555782 0.958084 0.8 -2.3 -0.8
N 1.043158 0.159592 0.500508 -1.1 -0.7 1.2
N -1.152351 0.033348 0.695802 1.8 -0.2 1.9
F -1.241011 0.661364 -1.455878 -0.4 0.7 -0.2
F 0.193564 -1.874095 1.173384 -0.5 0.8 0.5
H 0.749575 -2.295932 -1.740662 -0.7 -0.2 -2.4
H 1.258440 1.801090 -0.599217 -1.7 0.4 0.9
H -1.476752 2.109373 0.114364 -0.4 -1.0 -0.4
H 0.949490 -2.235000 -1.088594 0.7 0.2 2.3
H 2.047159 0.023973 0.528359 -0.5 -0.6 0.2
H -2.036298 -0.384081 0.795914 -0.9 -0.6 0.1

---

[3]
80
Properties=species:S:1:pos:R:3:forces:R:3 method="wB97M-V/def2-TZVPD" orbital_gap_ha="0.2312 / 0.2236" fmax_ev_per_a=0.65 e_lumo_ev="-0.5 / -0.5" spin_multiplicity=2 homo_energy_ev="-6.83 / -6.62" total_energy_ev=-93925.0347 e_above_lowest_kj_mol=183.5
Ru 0.292485 -0.720381 -0.021945 0.6 0.1 0.1
O 1.208706 -0.779447 4.457579 -0.1 0.0 0.1
C 1.281242 -0.252725 3.223740 0.2 -0.3 0.0
O 2.135830 -0.549160 2.437991 -0.1 0.3 0.0
C 0.188117 0.757232 2.993124 0.0 -0.1 0.0
C -0.526236 1.282604 4.061506 0.1 -0.1 0.0
C -1.501151 2.217164 3.787314 -0.1 0.1 0.0
C -1.730004 2.588044 2.473566 -0.1 0.1 0.1
C -0.980520 1.992872 1.470104 -0.2 0.1 0.2
N -0.040659 1.101718 1.734214 0.2 -0.3 0.0
C -1.171588 2.300242 0.008688 -0.3 0.2 -0.3
O -2.112241 3.202411 -0.315704 0.0 -0.1 0.1
O -0.522449 1.797874 -0.865131 0.1 -0.1 0.0
H 1.896638 -1.458727 4.513940 0.0 0.0 0.0
H -0.317569 0.953648 5.068153 0.0 0.0 0.0
H -2.086364 2.651930 4.586528 0.0 0.0 0.0
H -2.498189 3.326395 2.281048 0.0 0.0 0.0
H -2.632881 3.464115 0.451536 0.0 0.0 0.0
N 2.257588 0.999977 -0.604670 -0.4 -0.2 0.1
C 3.475433 0.303310 -0.818211 0.2 0.1 0.0
C 4.701425 0.967813 -0.792575 -0.1 0.0 0.0
C 5.876911 0.274813 -1.020168 0.0 0.0 0.0
C 5.841032 -1.085951 -1.300583 0.0 -0.1 0.0
C 4.625620 -1.747272 -1.310080 0.0 0.0 0.0
C 3.439779 -1.068312 -1.036446 0.0 0.0 0.0
P 1.836798 -1.928701 -0.883690 0.2 -0.6 -0.1
C 2.248180 -3.371410 0.157875 0.0 0.0 0.0
C 3.224993 -3.283960 1.146022 0.0 0.0 0.0
C 3.427939 -4.335789 2.028458 0.0 0.0 0.0
C 2.651810 -5.482116 1.941037 0.0 0.0 0.0
C 1.665147 -5.571198 0.969317 0.0 0.0 0.0
C 1.462519 -4.521206 0.087134 0.0 0.0 0.0
C 1.712703 -2.610211 -2.581942 0.0 0.0 0.0
C 2.238895 -3.836603 -2.980882 0.0 0.0 0.0
C 2.207169 -4.214767 -4.316503 0.0 0.0 0.0
C 1.666999 -3.365888 -5.270644 0.0 0.0 0.0
C 1.146283 -2.138681 -4.884113 0.0 0.0 0.0
C 1.158682 -1.770103 -3.547242 0.0 0.0 0.0
H 2.401529 1.897598 -0.163204 -0.1 0.0 0.0
H 1.719567 1.137481 -1.452172 0.0 0.0 0.0
H 4.720913 2.036642 -0.609232 0.0 0.0 0.0
H 6.823258 0.800362 -0.995588 0.0 0.0 0.0
H 6.756322 -1.628851 -1.498008 0.0 0.0 0.0
H 4.595539 -2.813491 -1.502064 0.0 0.0 0.0
H 3.822383 -2.386549 1.241861 0.0 0.0 0.0
H 4.195448 -4.255270 2.788829 0.0 0.0 0.0
H 2.811441 -6.302208 2.629914 0.0 0.0 0.0
H 1.043096 -6.454655 0.901864 0.0 0.0 0.0
H 0.677825 -4.593842 -0.655667 0.0 0.0 0.0
H 2.678737 -4.503723 -2.250694 0.0 0.0 0.0
H 2.612296 -5.175132 -4.611131 0.0 0.0 0.0
H 1.651099 -3.658867 -6.313063 0.0 0.0 0.0
H 0.721815 -1.471417 -5.623730 0.0 0.0 0.0
H 0.724436 -0.823701 -3.243043 0.0 0.0 0.0
O -2.569949 -3.144201 2.000607 -0.1 0.0 0.1
S -1.745967 -2.180234 1.338315 0.2 0.1 -0.4
O -2.220660 -0.804347 1.300571 -0.2 -0.1 0.2
O -0.303496 -2.242752 1.657668 0.0 0.1 0.2
S -1.541461 -2.792527 -0.727060 0.0 0.5 0.0
C -6.820322 -4.128127 -5.404173 0.0 0.0 0.0
C -5.784891 -3.385031 -4.605108 0.0 0.0 0.0
C -5.929274 -3.199884 -3.236251 0.0 0.0 0.0
C -4.983082 -2.513814 -2.485485 0.1 0.0 0.0
C -5.205264 -2.352256 -1.006254 0.0 0.0 0.0
C -3.840774 -2.003391 -3.129287 -0.1 -0.1 0.2
Te -2.402341 -0.941032 -1.975791 0.1 0.1 -0.3
C -3.672611 -2.180887 -4.509985 0.0 0.0 0.0
C -2.501712 -1.656830 -5.300021 0.0 0.0 -0.1
C -4.656509 -2.866130 -5.219537 0.0 0.0 0.0
H -7.634810 -4.474606 -4.768698 0.0 0.0 0.0
H -6.383010 -4.998623 -5.896672 0.0 0.0 0.0
H -7.246034 -3.492705 -6.183071 0.0 0.0 0.0
H -6.805770 -3.599615 -2.736514 0.0 0.0 0.0
H -6.199017 -2.702831 -0.727768 0.0 0.0 0.0
H -5.103620 -1.309710 -0.703080 0.0 0.0 0.0
H -4.470747 -2.916564 -0.426956 0.0 0.0 0.0
H -1.686630 -1.326398 -4.664375 0.0 0.0 0.0
H -2.809754 -0.814494 -5.925069 0.0 0.0 0.0
H -2.117765 -2.435274 -5.962163 0.0 0.0 0.0
H -4.524198 -3.000125 -6.289591 0.0 0.0 0.0

---

[4]
44
Properties=species:S:1:pos:R:3:forces:R:3 method="wB97M-V/def2-TZVPD" orbital_gap_ha="0.2287 / 0.2242" fmax_ev_per_a=0.22 e_lumo_ev="-4.9 / -5.0" spin_multiplicity=2 homo_energy_ev="-11.08 / -11.05" total_charge=+1 total_energy_ev=-144588.2764
Tc -0.037394 -0.331020 -0.062719 0.1 0.1 -0.2
C 2.941484 1.775198 -0.247361 0.0 0.0 0.0
P 2.352127 0.105749 0.158910 0.0 0.0 0.0
C 3.500731 -0.972822 -0.731601 0.0 0.0 0.0
C 2.804344 -0.100410 1.925568 0.0 0.0 0.0
C 1.758614 0.600322 2.793746 0.0 0.0 0.0
P 0.092061 0.004073 2.343160 0.0 0.0 0.0
C -1.074358 1.210720 3.019691 0.0 0.0 0.0
C -0.176087 -1.505228 3.306584 0.0 0.0 0.0
H 4.007906 1.852093 -0.031939 0.0 0.0 0.0
H 2.403650 2.529312 0.326681 0.0 0.0 0.0
H 2.780896 1.972176 -1.307468 0.0 0.0 0.0
H 4.522714 -0.761278 -0.413567 0.0 0.0 0.0
H 3.415268 -0.795904 -1.803041 0.0 0.0 0.0
H 3.270808 -2.020713 -0.540767 0.0 0.0 0.0
H 3.807335 0.288932 2.109429 0.0 0.0 0.0
H 2.827399 -1.173890 2.133596 0.0 0.0 0.0
H 1.773265 1.678704 2.611873 0.0 0.0 0.0
H 1.934044 0.446939 3.860368 0.0 0.0 0.0
H -0.913003 1.322494 4.092777 0.0 0.0 0.0
H -2.091785 0.864029 2.840654 0.0 0.0 0.0
H -0.943196 2.180480 2.540946 0.0 0.0 0.0
H -0.208044 -1.270444 4.371404 0.0 0.0 0.0
H 0.624202 -2.217406 3.108437 0.0 0.0 0.0
H -1.119755 -1.960781 3.004482 0.0 0.0 0.0
O -3.691326 -6.072922 0.312324 0.0 0.0 0.0
C -3.062641 -5.069514 0.237954 0.0 0.0 0.0
S -3.797642 -3.434444 0.251021 0.0 0.0 0.0
C -2.302117 -2.565772 0.098716 0.0 -0.1 0.0
C -1.151481 -3.296979 0.021554 -0.1 0.0 0.1
S 0.364126 -2.506510 -0.101247 0.0 0.1 0.0
S -1.275396 -5.028854 0.093891 0.0 0.0 0.0
S -2.259731 -0.855213 0.082898 0.0 0.0 0.1
Cl 1.211292 -1.678493 -3.411355 0.0 0.0 0.0
C 0.768302 -0.022280 -3.214486 0.0 0.0 -0.1
C 0.336643 0.447389 -1.979802 0.0 -0.1 0.1
C -0.019470 1.778630 -1.916973 0.0 0.0 0.0
Cl -0.572651 2.259119 -0.313385 0.0 -0.1 0.0
C 0.019449 2.672481 -2.968694 0.0 0.0 0.1
Cl -0.454082 4.302165 -2.750993 0.0 0.0 0.0
C 0.468939 2.181643 -4.195799 0.0 0.0 0.0
Cl 0.556553 3.235073 -5.538464 0.0 0.0 0.0
C 0.837141 0.835883 -4.317811 0.0 0.0 0.0
Cl 1.375075 0.251966 -5.835161 0.0 0.0 0.0